Entry 1:
115
Properties=species:S:1:pos:R:3:forces:R:3:mulliken_spin:R:1 method="wB97M-V/def2-TZVPD" charge=0 spin_multiplicity=5 energy_ha=-7588.7657 homo_ev="-7.494 / -7.526" mol_weight_da=971.3 max_force_ev_per_a=1.2 orbital_gap_ev="6.516 / 6.547" e_above_lowest_ev=0.000
Mn 0.36280 0.17244 -0.53693 0.14 -0.42 -1.14 4.257
Cl 5.49138 0.61295 4.41923 -0.06 0.00 -0.09 0.000
C 4.54950 0.70745 2.95275 0.06 -0.02 0.04 0.004
C 3.18003 0.50125 2.99908 0.03 0.03 0.02 -0.009
C 2.49524 0.58750 1.81078 -0.45 -0.07 0.11 -0.043
Cl 0.74058 0.47177 1.78028 0.23 0.51 1.03 0.036
C 3.05209 0.82086 0.54874 -0.09 0.05 -0.23 0.086
O 2.33349 0.86055 -0.51887 0.04 -0.21 0.18 -0.010
C 4.44047 1.05318 0.58192 0.14 0.02 0.02 0.004
Cl 5.23361 1.45269 -0.91626 -0.01 -0.02 0.05 0.001
C 5.17941 0.99081 1.75067 0.04 0.01 -0.02 -0.001
H 2.67399 0.27401 3.92616 -0.01 0.01 0.00 0.000
H 6.24721 1.15719 1.72127 0.00 0.00 0.00 0.000
Br 2.31114 1.25057 -6.88562 0.02 0.01 -0.06 0.001
C 1.60644 0.95401 -5.14748 0.00 -0.03 0.04 0.023
C 0.45914 1.61038 -4.75801 -0.01 0.01 0.09 -0.021
C -0.03499 1.38662 -3.47029 0.05 0.17 -0.15 -0.105
C 0.58475 0.53366 -2.57139 -0.16 0.09 0.06 -0.039
C 1.74674 -0.11086 -3.01018 0.02 -0.06 -0.14 -0.033
C 2.25633 0.08550 -4.28491 -0.02 0.00 0.07 -0.015
H -0.04874 2.28520 -5.43480 0.00 -0.01 -0.01 -0.001
H -0.91685 1.93034 -3.18842 -0.09 -0.05 -0.02 -0.001
H 2.27961 -0.78506 -2.35630 0.00 0.03 -0.01 -0.003
H 3.15015 -0.43546 -4.60022 0.01 0.01 -0.01 -0.002
C -3.02209 3.44978 0.51902 0.03 -0.03 0.03 -0.033
C -3.15991 2.46545 -0.65482 -0.04 0.18 0.00 -0.143
C -2.49337 3.15785 -1.84814 0.02 0.03 -0.04 -0.012
C -4.66575 2.40847 -0.96505 -0.05 0.06 -0.02 -0.028
Si -2.40768 0.68475 -0.27932 -0.02 -0.07 0.24 0.138
C -3.19254 -0.61784 -1.49753 -0.01 -0.04 -0.18 -0.125
C -2.30763 -1.86842 -1.57198 -0.01 -0.12 -0.04 0.098
C -4.60795 -1.09273 -1.13607 -0.06 -0.10 -0.08 -0.020
C -3.25413 -0.10837 -2.94650 -0.15 0.00 -0.04 -0.007
C -2.93379 0.18886 1.55749 -0.02 -0.02 0.17 -0.105
C -4.45364 0.22573 1.82043 -0.06 -0.06 0.00 -0.020
C -2.46410 -1.25971 1.79687 -0.01 -0.07 0.02 -0.022
C -2.37156 1.03847 2.71686 -0.04 -0.08 -0.03 -0.049
H -3.28217 4.45528 0.16168 0.00 -0.01 0.04 0.000
H -2.01892 3.49376 0.94224 0.06 -0.06 0.03 0.002
H -3.70387 3.22312 1.33320 -0.07 -0.09 0.08 -0.002
H -2.91780 4.16483 -1.96225 0.01 -0.02 0.00 0.002
H -2.66899 2.63566 -2.78653 0.00 -0.06 -0.01 -0.001
H -1.41025 3.26004 -1.71915 -0.03 -0.01 0.03 0.002
H -5.03290 3.43450 -1.10153 -0.02 -0.03 -0.01 -0.001
H -5.24860 1.96328 -0.16133 0.02 -0.03 0.07 0.004
H -4.89335 1.86309 -1.87716 0.02 -0.01 -0.01 0.001
H -2.11726 -2.33595 -0.60681 0.02 0.02 0.03 0.000
H -1.35368 -1.65489 -2.04713 0.11 0.06 0.00 0.002
H -2.80285 -2.61318 -2.20830 -0.01 0.00 0.04 0.003
H -4.62132 -1.70505 -0.23557 0.02 -0.01 0.00 -0.001
H -4.96169 -1.73229 -1.95359 -0.01 0.01 0.02 0.000
H -5.33561 -0.28975 -1.01758 0.03 0.05 -0.01 0.003
H -2.27633 0.15078 -3.33161 0.26 0.10 -0.03 0.003
H -3.92600 0.73640 -3.09735 0.01 0.00 0.03 0.000
H -3.62614 -0.92542 -3.57565 -0.01 0.03 0.00 0.000
H -5.04947 -0.34181 1.11486 0.02 0.01 0.02 0.002
H -4.84363 1.24314 1.84649 0.03 0.09 -0.02 -0.001
H -4.63531 -0.20204 2.81425 0.00 0.00 -0.01 -0.002
H -3.05300 -1.97894 1.22847 -0.01 0.00 -0.01 -0.001
H -2.58487 -1.51132 2.85669 -0.02 -0.01 -0.02 0.001
H -1.41404 -1.43627 1.54620 0.02 0.07 0.01 0.040
H -2.81108 2.02722 2.76732 -0.12 0.18 -0.07 0.000
H -1.30139 1.16666 2.72690 0.25 0.00 -0.08 0.015
H -2.63402 0.53611 3.65575 0.02 0.01 -0.03 0.000
C 2.01927 5.11890 -1.55703 -0.05 0.10 0.02 0.002
C 2.10216 3.62626 -1.15696 0.00 0.03 0.13 0.004
N 1.92644 3.51157 0.28739 0.04 0.08 -0.02 -0.009
C 2.90054 4.31678 0.99499 0.01 0.04 -0.02 0.001
C 2.62955 5.82053 0.73443 -0.15 0.05 -0.15 0.000
N 1.56770 5.88534 -0.33530 0.00 -0.04 0.00 0.000
C 0.26854 5.31954 0.18376 0.10 0.13 -0.06 -0.003
C 0.57506 3.87832 0.65309 0.05 -0.03 -0.04 0.011
H 1.28972 5.31843 -2.34085 0.01 -0.04 -0.03 0.000
H 2.97807 5.54779 -1.84598 0.02 -0.04 -0.03 0.000
H 3.05831 3.19255 -1.44359 -0.01 0.01 0.00 -0.003
H 1.32864 3.04250 -1.65638 0.03 -0.02 0.02 0.013
H 3.89603 4.03606 0.65154 0.01 0.00 0.00 0.000
H 2.84431 4.10650 2.06269 0.00 -0.03 0.01 0.000
H 3.49347 6.36371 0.35522 0.03 -0.02 0.03 0.000
H 2.22532 6.34731 1.59781 0.04 -0.02 0.04 0.000
H 1.41959 6.85816 -0.59421 0.02 -0.06 0.01 0.000
H -0.44327 5.35627 -0.64065 -0.01 -0.03 0.01 -0.001
H -0.07173 5.98198 0.97867 -0.02 -0.03 0.01 0.000
H -0.10773 3.18636 0.16573 -0.05 -0.11 0.04 -0.016
H 0.45123 3.77775 1.73164 -0.01 0.01 0.00 0.007
O 0.66564 -2.71639 -2.60593 -0.08 0.08 -0.14 0.001
C 0.81135 -2.93758 -1.42299 0.02 0.03 0.25 0.023
N 0.96543 -4.19907 -0.90104 -0.04 -0.03 -0.10 0.004
C 1.16111 -4.19073 0.52014 0.04 -0.09 0.05 -0.004
C 1.17202 -2.66048 0.76196 -0.19 0.00 -0.05 0.147
O 1.40513 -2.20560 1.86639 0.06 -0.04 0.07 -0.010
N 0.85393 -1.99170 -0.38330 0.08 -0.13 0.08 -0.044
C -0.03850 -4.74683 1.28976 0.08 0.07 0.01 0.002
C 0.05010 -4.92768 2.66824 0.00 0.02 0.02 0.000
C -1.05201 -5.35106 3.39253 -0.04 0.00 -0.05 0.000
C -2.26060 -5.59761 2.74885 0.05 0.02 0.00 0.000
C -2.35438 -5.41521 1.37847 0.05 0.02 0.01 0.000
C -1.24674 -4.98863 0.65238 -0.09 -0.01 -0.02 0.000
C 2.47418 -4.85752 0.91498 -0.02 0.03 -0.03 0.000
C 3.64188 -4.12703 1.11222 -0.01 -0.07 -0.01 0.000
C 4.83812 -4.77724 1.38703 -0.03 0.00 0.01 0.000
C 4.88229 -6.16117 1.46856 -0.03 0.00 -0.02 0.000
C 3.72116 -6.89681 1.27354 0.00 0.05 0.01 0.000
C 2.52627 -6.24606 1.00304 0.02 -0.02 0.02 0.000
H 1.10983 -4.99008 -1.50402 0.02 0.03 0.02 0.000
H 0.98640 -4.72126 3.17088 0.00 0.00 0.00 0.000
H -0.97094 -5.48623 4.46350 0.00 0.00 0.01 0.000
H -3.12189 -5.92867 3.31474 0.00 0.00 0.01 0.000
H -3.29075 -5.60008 0.86736 -0.01 0.00 -0.01 0.000
H -1.32586 -4.83158 -0.41593 0.00 -0.01 0.01 0.000
H 3.61748 -3.04725 1.06967 0.01 0.04 -0.01 0.000
H 5.73752 -4.19582 1.54484 0.00 0.01 0.00 0.000
H 5.81488 -6.66486 1.68776 0.01 0.00 0.00 0.000
H 3.74382 -7.97687 1.34046 0.00 -0.01 0.00 0.000
H 1.61709 -6.82233 0.87492 0.00 0.00 -0.01 0.000

Entry 2:
127
Properties=species:S:1:pos:R:3:forces:R:3:mulliken_charge:R:1 method="wB97M-V/def2-TZVPD" charge=+1 spin_multiplicity=1 energy_ha=-3280.3810 homo_ev=-11.827 mol_weight_da=954.8 max_force_ev_per_a=4.4 orbital_gap_ev=4.455 e_above_lowest_ev=0.953
Be -4.10408 3.72713 3.05988 2.56 -2.70 -2.44 1.032
O -1.82667 2.76639 -1.01692 0.50 -0.18 -0.20 -0.244
C -1.23853 1.90852 -0.41559 -0.23 -0.55 0.28 -0.038
O -0.31060 1.07279 -0.82311 -0.07 0.51 -0.67 -0.211
B -0.04687 0.02428 0.18254 0.49 -1.06 0.00 1.020
O -0.81372 0.48490 1.36898 -0.13 0.39 0.01 -0.169
C -1.54592 1.52186 1.03935 -0.27 0.24 1.04 0.086
O -2.33047 2.08358 1.77704 0.34 -0.15 -0.31 0.848
O 1.39304 -0.15704 0.41788 -0.58 1.47 0.59 -0.696
C 1.80015 -1.36445 0.09978 0.39 -0.36 -0.65 0.664
O 2.95272 -1.68316 -0.00258 -0.67 -0.16 0.11 -0.614
C 0.51483 -2.17050 -0.24983 0.51 0.03 -0.15 0.441
O -0.50750 -1.31018 -0.21352 -0.08 -0.07 0.01 -1.006
O 0.49394 -3.32765 -0.52654 -0.27 -0.02 0.01 -0.636
N -4.90664 1.26054 2.81070 -0.25 1.15 0.86 0.001
C -6.06237 1.05902 2.16256 -0.24 0.34 -0.36 -0.314
C -6.49991 -0.17338 1.74289 0.99 -0.54 0.50 -0.466
C -5.68371 -1.27782 2.05558 -0.24 0.05 -0.68 -0.497
C -4.50005 -1.10638 2.75814 -0.57 0.86 -0.42 -0.366
C -4.18294 0.19033 3.16409 0.25 0.06 0.21 -0.383
H -6.71237 1.89049 1.92190 0.40 0.38 0.10 0.369
H -7.40719 -0.19191 1.15805 -0.07 -0.44 0.12 0.468
H -5.93108 -2.26790 1.69653 -0.16 -0.01 0.01 0.409
H -3.80643 -1.92213 2.89806 -0.06 0.00 0.38 0.509
H -3.34425 0.34038 3.82974 0.20 0.31 -0.32 0.379
N -1.86090 5.06322 2.21672 -0.09 0.43 -0.01 -0.113
C -1.71227 5.08269 0.88661 -0.60 -0.21 -0.47 -0.600
C -0.50558 5.27699 0.23413 0.61 -0.22 0.60 -0.330
C 0.62268 5.49596 1.00929 0.31 -0.04 -0.58 -0.324
C 0.48600 5.60044 2.37381 -0.62 0.03 0.98 -0.725
C -0.76051 5.41309 2.93614 -1.41 -0.16 -0.06 -0.650
H -2.57885 4.95378 0.25235 -0.17 -0.36 0.35 0.499
H -0.40535 5.14291 -0.83429 -0.22 0.23 -0.06 0.539
H 1.59496 5.59907 0.54687 -0.03 -0.01 -0.07 0.516
H 1.27880 5.81586 3.07607 0.26 0.19 -0.34 0.600
H -0.98205 5.65143 3.96791 0.35 -0.41 0.22 0.602
N 0.01899 -2.93713 3.89708 -0.22 0.29 -0.28 -0.555
C -0.53674 -1.74894 3.59019 0.79 -1.14 0.40 -0.674
C -0.82964 -0.81745 4.56177 -0.20 0.17 0.15 0.198
C -0.58150 -1.14022 5.89153 0.24 -0.19 0.48 -0.508
C -0.05338 -2.38429 6.22524 -0.38 0.17 -0.45 -0.561
C 0.23910 -3.23683 5.17484 0.30 0.06 -0.57 -0.434
H -0.64257 -1.56389 2.53186 -0.29 0.12 0.02 0.748
H -1.22841 0.14447 4.26863 0.08 0.07 0.08 0.332
H -0.72383 -0.42297 6.69027 -0.29 0.11 -0.07 0.412
H 0.10086 -2.73385 7.23583 0.12 0.33 0.10 0.424
H 0.76500 -4.16974 5.33574 -0.22 -0.16 0.15 0.422
C 2.90975 1.59264 -1.89748 -0.65 -2.47 0.34 0.439
C 2.85755 2.32675 -0.57218 1.50 0.33 -0.63 -0.011
O 2.19072 3.50838 -0.94263 -0.55 1.05 0.67 -0.180
C 1.86555 3.52507 -2.23822 0.08 0.09 -0.33 0.439
O 1.20203 4.39145 -2.71806 -0.14 -0.02 -0.31 -0.538
O 2.39359 2.46587 -2.88222 -0.23 0.82 0.26 -0.387
H 2.24146 0.72963 -1.83665 0.12 -0.09 -0.34 -0.392
H 3.90428 1.23076 -2.15083 -0.02 0.28 -0.19 0.340
H 3.91011 2.54021 -0.36768 -0.25 0.37 0.79 0.467
H 2.33993 1.88052 0.26960 0.15 -0.32 -0.26 -0.086
C -1.57839 3.48233 -4.18499 -0.45 0.01 0.53 0.395
C -0.97114 2.07677 -4.26009 0.70 1.90 -0.43 0.712
O -1.36187 1.68174 -5.59067 0.54 -0.73 0.90 -0.379
C -2.37398 2.44793 -6.02728 -0.41 -0.74 -0.58 0.564
O -2.98587 2.23051 -7.02966 0.20 0.32 0.37 -0.550
O -2.62004 3.43368 -5.15992 -0.50 0.57 0.15 -0.432
H -0.93838 4.33081 -4.42150 0.33 -0.30 -0.05 0.229
H -2.01503 3.64184 -3.20096 -0.08 0.19 -0.11 -0.248
H -1.29667 1.47959 -3.41060 -0.35 -0.65 -0.60 -0.159
H 0.10783 2.20604 -4.19800 0.06 -0.56 -0.22 -0.103
C 4.35408 -4.56190 0.27918 0.07 0.58 -0.24 -0.588
C 5.61714 -4.93477 -0.47607 0.80 -0.65 -1.28 -0.349
C 6.46593 -3.72711 -0.93602 0.03 0.81 1.14 0.089
C 7.30053 -3.11719 0.12965 -0.03 -0.24 -0.20 0.031
N 7.98196 -2.64092 0.92379 -0.20 -0.08 -0.07 -0.488
H 3.71286 -5.37338 0.61909 0.37 -0.28 -0.03 0.398
H 3.73070 -3.93730 -0.36207 -0.02 0.03 0.02 -0.173
H 4.60533 -3.93128 1.13356 -0.01 -0.10 0.12 0.397
H 5.45149 -5.42034 -1.44397 -0.86 -0.08 0.06 0.170
H 6.24453 -5.70148 -0.01767 0.05 0.35 0.61 0.372
H 5.79721 -2.92179 -1.24796 -0.12 -0.07 -0.12 -0.304
H 7.12827 -3.91622 -1.77993 -0.04 -0.36 0.05 0.507
C 2.34485 -6.88334 -2.91497 0.39 -0.07 0.07 -1.355
C 1.71353 -6.45472 -1.57658 -0.11 0.26 -1.36 0.770
C 0.17902 -6.40768 -1.69794 -0.77 0.61 0.86 -0.392
C -0.34584 -5.88086 -2.96390 0.39 -0.44 -0.17 0.247
N -0.71899 -5.43892 -3.95672 0.00 0.00 0.10 -0.520
H 1.78693 -7.67418 -3.41675 0.18 -0.25 0.18 0.377
H 3.38350 -7.16998 -2.74189 -0.07 -0.37 -0.05 0.417
H 2.42104 -6.08428 -3.65450 -0.36 0.26 0.20 0.242
H 2.13913 -5.47169 -1.37705 -0.32 0.04 0.49 -0.714
H 2.00243 -7.14674 -0.78820 -0.09 0.08 0.07 0.465
H -0.32363 -5.74946 -0.98157 0.63 0.27 0.33 0.096
H -0.28615 -7.35065 -1.40609 0.17 -0.34 -0.73 0.434
C 4.35265 -1.29706 -4.70141 -0.35 0.34 0.21 -1.391
C 4.13244 -2.22930 -3.52950 -0.52 -0.23 0.14 -0.008
C 2.77428 -2.95976 -3.54745 0.11 -0.98 -0.09 1.175
C 1.59664 -2.10318 -3.62482 0.22 0.40 -0.07 -0.049
N 0.71149 -1.37269 -3.67952 0.00 0.04 0.17 -0.509
H 5.41962 -1.08574 -4.75620 -0.09 0.27 -0.26 0.425
H 3.78563 -0.38410 -4.50975 0.19 0.19 -0.25 0.175
H 3.98840 -1.69199 -5.64992 0.19 -0.17 0.00 0.361
H 4.17737 -1.65295 -2.60313 0.20 -0.08 0.09 -0.033
H 4.94779 -2.95351 -3.52973 -0.25 -0.28 0.24 0.382
H 2.61873 -3.62310 -2.69214 0.22 0.31 0.37 -1.004
H 2.72708 -3.68759 -4.36174 0.00 0.31 -0.36 0.519
C 1.39926 1.74430 4.24914 -0.28 0.75 0.27 -0.719
C 1.33850 3.10118 4.98056 0.17 -0.37 -0.98 -0.095
C 0.06262 3.30667 5.83059 1.39 0.73 0.47 -0.697
C -1.16318 2.92908 5.15156 -0.59 -0.46 0.04 0.234
N -2.12648 2.62734 4.59038 -0.26 0.95 0.12 -0.279
H 0.62942 1.67306 3.47885 -0.20 -0.16 0.17 -0.153
H 1.26870 0.97193 5.00568 0.12 -0.35 -0.35 0.299
H 2.34328 1.63741 3.71703 0.12 -0.11 0.27 0.528
H 1.41003 3.89915 4.24326 -0.03 0.05 0.03 -0.267
H 2.24091 3.16292 5.58768 -0.28 0.24 0.38 0.466
H -0.01205 4.35739 6.12746 -0.22 0.18 -0.44 0.411
H 0.25187 2.89134 6.82235 -0.74 -0.86 -0.20 0.428
C -6.69037 3.23882 -2.48293 0.11 0.11 0.49 -1.170
C -6.14114 1.86104 -2.15619 -0.89 -0.11 -0.08 -0.616
C -4.72758 1.96393 -1.61411 0.44 -0.90 -0.46 0.253
C -4.57625 2.76061 -0.41775 -0.25 0.61 0.04 0.120
N -4.47997 3.44474 0.49682 -0.28 0.24 1.55 -0.307
H -6.85984 3.80196 -1.56178 -0.19 -0.02 0.04 0.313
H -7.63341 3.16373 -3.01952 0.13 0.21 -0.15 0.394
H -5.93782 3.81925 -3.01869 -0.25 -0.05 -0.44 0.286
H -6.17560 1.22542 -3.04217 0.56 0.14 -0.13 0.425
H -6.81936 1.32221 -1.48908 0.15 0.19 0.39 0.237
H -4.09262 2.38858 -2.39494 0.16 0.13 0.15 -0.134
H -4.30655 0.98032 -1.38843 0.02 -0.04 -0.01 0.347